The following is a DFT calculation (the ωB97M-V functional and the def2-TZVPD basis) of a structure of composition C37H63FINO16Si2 at a distorted geometry.

Its charge is 0. As for the HOMO energy: -9.21 eV. The maximum force is 0.093 hartree/bohr. For the HOMO-LUMO gap, the calculation gives 9.20 eV.

Last column: Löwdin charge in e.
CARTESIAN COORDINATES (ANGSTROEM)
1 C 5.1499 -2.3372 1.2935  -0.1255
2 C 4.7962 -1.2149 2.3842  -0.2607
3 C 5.0448 0.3041 1.9110  -0.4349
4 C 5.2433 0.5033 0.3294  -0.1513
5 Si 3.5617 1.3856 2.4930  0.5863
6 O 2.0500 0.5258 2.5440  -0.3808
7 Si 1.2052 0.4752 1.0337  0.4475
8 N 1.6857 1.8207 -0.0794  -0.0564
9 C -0.6513 0.8389 1.4735  -0.2110
10 C -1.5785 -0.4859 1.4868  -0.3299
11 C -2.5076 -0.5843 0.1451  -0.5769
12 I -2.3043 -2.6437 -0.6201  0.7141
13 C 1.4365 -1.1334 0.0233  -0.1224
14 C 1.4768 -2.4691 0.8866  -0.3754
15 O 1.4506 -2.5101 2.1209  0.0790
16 F 1.5340 -3.7134 0.1513  -0.0193
17 H 4.6925 -3.3256 1.6878  0.0806
18 H 4.6929 -2.1725 0.2640  0.0473
19 H 6.2861 -2.5213 1.2678  0.0843
20 H 3.7381 -1.4219 2.7776  0.0796
21 H 5.4996 -1.3945 3.2849  0.1117
22 H 5.9979 0.7113 2.4179  0.1091
23 H 5.0256 1.6208 0.1142  0.0631
24 H 6.3458 0.3590 0.0164  0.0902
25 H 4.5241 -0.0869 -0.3242  0.0470
26 H 3.8746 1.7665 3.8937  -0.0224
27 H 3.4831 2.6412 1.7502  -0.0311
28 H 1.5098 1.4601 -1.0417  0.0244
29 H 1.0183 2.6066 0.0620  0.0238
30 H -0.6548 1.2347 2.5589  0.0771
31 H -1.0446 1.6212 0.7427  0.0539
32 H -1.0078 -1.4609 1.6317  0.0427
33 H -2.2961 -0.4044 2.3906  0.1074
34 H -2.1854 0.2024 -0.6169  0.0508
35 H -3.6041 -0.3966 0.4326  0.0545
36 H 2.4534 -1.0656 -0.5301  0.0942
37 H 0.6498 -1.2710 -0.8135  0.0639
38 O 4.7193 -1.8400 -2.6532  0.1057
39 C 4.0433 -2.5989 -3.2994  -0.4769
40 O 4.1268 -2.7270 -4.6474  0.0363
41 C 3.1109 -3.6289 -5.1013  -0.1770
42 C 2.7535 -4.4652 -3.8960  -0.1492
43 C 2.9667 -3.4970 -2.7549  -0.0880
44 H 2.2669 -3.0452 -5.4655  0.0829
45 H 3.4990 -4.2368 -5.9194  0.1270
46 H 1.7432 -4.8760 -3.9406  0.1209
47 H 3.4536 -5.3019 -3.8036  0.1223
48 H 2.0733 -2.9011 -2.5543  0.1219
49 H 3.3003 -4.0068 -1.8519  0.1244
50 O -0.0555 -0.0518 -2.8011  0.0810
51 C 0.3946 0.2702 -3.8757  -0.4558
52 O 1.1785 1.3620 -4.0716  0.0310
53 C 1.4386 1.5148 -5.4731  -0.1494
54 C 1.2206 0.1447 -6.0750  -0.1636
55 C 0.1360 -0.4283 -5.1882  -0.0776
56 H 0.7448 2.2597 -5.8747  0.1274
57 H 2.4605 1.8680 -5.6206  0.1311
58 H 0.9534 0.1778 -7.1299  0.1077
59 H 2.1314 -0.4548 -5.9762  0.1237
60 H -0.8620 -0.1577 -5.5414  0.1366
61 H 0.2284 -1.5094 -5.0852  0.1214
62 O -0.8971 3.9361 1.3034  0.1073
63 C -1.3469 4.4049 0.2901  -0.4740
64 O -2.1677 3.7300 -0.5607  0.0209
65 C -2.4251 4.5392 -1.7140  -0.1621
66 C -2.1585 5.9591 -1.2711  -0.1626
67 C -1.0585 5.7804 -0.2460  -0.0743
68 H -1.7555 4.2218 -2.5192  0.1270
69 H -3.4579 4.3988 -2.0377  0.1271
70 H -1.8882 6.6231 -2.0939  0.1189
71 H -3.0493 6.3696 -0.7855  0.1233
72 H -0.0676 5.7827 -0.7067  0.1362
73 H -1.1182 6.5295 0.5431  0.1324
74 O 1.2253 3.2541 8.3161  0.1089
75 C 0.8014 2.8085 7.2799  -0.4732
76 O 1.5638 2.1527 6.3651  0.0318
77 C 0.7699 1.8581 5.2082  -0.1765
78 C -0.6613 1.8874 5.6906  -0.1535
79 C -0.6149 2.9304 6.7859  -0.0968
80 H 0.9673 2.6184 4.4464  0.1291
81 H 1.0469 0.8807 4.8110  0.1146
82 H -1.3782 2.1137 4.8991  0.1149
83 H -0.9284 0.9161 6.1197  0.1246
84 H -0.7703 3.9380 6.3945  0.1251
85 H -1.3280 2.7103 7.5798  0.1189
86 O 1.6703 -3.1482 -7.3743  0.1077
87 C 0.6961 -2.8655 -8.0210  -0.4362
88 O -0.0351 -1.7266 -7.8537  -0.0121
89 C -1.1803 -1.7721 -8.7165  -0.1506
90 C -0.8192 -2.7465 -9.8111  -0.1597
91 C 0.0826 -3.7254 -9.0924  -0.0716
92 H -2.0432 -2.1051 -8.1321  0.1332
93 H -1.3829 -0.7741 -9.1092  0.1309
94 H -1.6891 -3.2119 -10.2771  0.1225
95 H -0.2526 -2.2319 -10.5935  0.1245
96 H -0.4843 -4.5313 -8.6204  0.1390
97 H 0.8466 -4.1291 -9.7563  0.1332
98 O -6.5816 -6.7932 3.4488  0.1136
99 C -5.4845 -6.5814 3.0017  -0.4798
100 O -4.9025 -7.3307 2.0254  0.0272
101 C -3.5625 -6.8727 1.8102  -0.1639
102 C -3.5405 -5.4527 2.3246  -0.1787
103 C -4.5434 -5.4989 3.4575  -0.0826
104 H -2.8783 -7.5253 2.3609  0.1283
105 H -3.3222 -6.9261 0.7469  0.1254
106 H -2.5470 -5.1215 2.6319  0.1193
107 H -3.8974 -4.7706 1.5458  0.0840
108 H -4.0805 -5.8022 4.3996  0.1344
109 H -5.0644 -4.5487 3.5728  0.1283
110 O -3.8701 5.7428 4.1484  0.1178
111 C -3.8891 5.5549 5.3368  -0.4732
112 O -3.0562 4.6936 5.9848  0.0099
113 C -3.4214 4.6328 7.3682  -0.1738
114 C -4.1740 5.9148 7.6387  -0.1602
115 C -4.8472 6.1853 6.3105  -0.0823
116 H -4.0415 3.7451 7.5266  0.1343
117 H -2.5234 4.5506 7.9817  0.1160
118 H -4.8698 5.8370 8.4757  0.1201
119 H -3.4667 6.7198 7.8620  0.1243
120 H -5.8146 5.6834 6.2341  0.1349
121 H -4.9516 7.2536 6.1226  0.1291